C17H23MgNO6 | ωB97M-V with the def2-TZVPD basis set

Structure (XYZ):
```
48
Properties=species:S:1:pos:R:3:forces:R:3:lowdin_charge:R:1
C 4.95291 -0.20947 -0.07884 0.426 -0.005 0.375 0.029
C 4.21598 -0.27565 -1.40292 1.591 2.168 1.501 -0.551
O 3.76664 -1.25514 -1.83759 -1.520 -2.529 -1.260 0.172
O 4.08653 0.94424 -2.05525 -0.574 0.247 0.956 -0.027
C 2.69315 1.28601 -2.22062 0.505 -0.117 -0.827 -0.168
C 1.94319 1.27934 -0.87056 -0.528 -0.370 -0.710 -0.156
C 0.70422 2.23046 -0.86016 0.836 0.696 -0.345 -0.169
C 0.61485 3.13602 0.40962 0.230 -1.003 -0.043 -0.160
C -0.68425 2.93687 1.23745 0.104 0.454 0.035 -0.107
C -1.12072 1.48090 1.37032 -0.759 1.102 -0.157 -0.105
C -0.29195 0.49009 1.71606 -0.934 -0.446 -0.876 -0.183
O 0.97914 0.62344 2.03407 0.029 -0.261 0.887 0.163
C -0.89146 -0.92916 1.75388 0.360 1.465 -1.308 -0.204
O -0.59963 -1.64580 2.62974 0.423 -1.777 1.415 0.254
C -1.88818 -1.22437 0.63746 -0.467 -0.682 -0.375 -0.094
N -1.99929 -2.41967 -0.06811 1.158 -0.197 0.053 0.007
C -1.46917 -2.28629 -1.46806 -0.554 0.747 -0.701 0.002
C -1.22607 -3.51840 0.55121 -1.682 -1.616 2.283 -0.467
C -1.85544 -4.44034 1.59844 -0.451 0.981 0.105 0.036
O -0.10529 -3.68125 0.27798 2.672 0.267 -1.441 0.179
C -2.70712 -0.21407 0.34633 -0.314 1.947 0.226 -0.158
C -3.81367 -0.21653 -0.65465 0.307 1.195 -0.217 -0.027
C -2.53553 1.10340 1.07216 3.034 -2.284 0.301 -0.350
O -3.50302 1.78077 1.36121 -1.414 2.106 -1.757 0.108
H 5.93364 0.27786 -0.15652 -0.309 -0.032 -0.170 0.099
H 5.09822 -1.21521 0.33423 -0.059 0.197 -0.388 0.096
H 4.38697 0.34814 0.68463 0.034 0.015 -0.462 0.078
H 2.70556 2.27363 -2.70508 -0.004 -0.195 0.362 0.130
H 2.28500 0.57654 -2.95936 -0.232 0.192 0.369 0.130
H 2.67433 1.55453 -0.10055 -0.386 0.042 -0.069 0.112
H 1.60648 0.24349 -0.70111 0.304 0.284 0.294 0.113
H 0.84170 2.87975 -1.74297 -0.279 -0.090 0.319 0.107
H -0.23936 1.66768 -1.04343 0.170 0.006 0.178 0.089
H 1.46162 2.87055 1.05755 -0.146 0.197 -0.273 0.102
H 0.78850 4.17919 0.11942 -0.420 -0.165 0.310 0.127
H -1.47010 3.54359 0.74339 -0.080 -0.280 0.328 0.110
H -0.54081 3.37994 2.23767 -0.245 0.058 -0.343 0.142
H 1.10205 1.41444 2.58516 0.259 -0.100 -0.189 0.158
H -1.29151 -3.27335 -1.90182 0.088 0.224 0.314 0.117
H -2.20189 -1.79871 -2.13327 0.002 -0.219 0.382 0.077
H -0.56196 -1.66631 -1.50769 -0.040 -0.498 0.101 0.104
H -2.15896 -3.79098 2.43939 -0.377 -0.382 -0.315 0.089
H -2.69068 -5.02815 1.19966 0.026 0.349 0.175 0.096
H -1.09701 -5.11178 2.01129 -0.008 0.211 -0.463 0.103
H -4.50310 -1.07146 -0.61369 0.035 0.342 -0.449 0.155
H -4.40134 0.72688 -0.39839 -0.874 -1.422 0.531 0.049
H -3.37848 -0.06579 -1.68761 -0.308 -0.721 0.011 0.089
Mg -3.61467 2.11014 -1.24007 0.373 -0.104 1.330 1.505
```
Positions in Å, forces in eV/Å.

Computed properties:
HOMO-LUMO gap (hartree): 0.0957
Spin multiplicity: 1
Net charge: +2
Electronic energy (hartree): -1367.07013
HOMO (eV): -14.5077
LUMO (eV): -11.90

=====

C4H6N2O3 | ωB97M-V with the def2-TZVPD basis set

Structure (XYZ):
```
15
Properties=species:S:1:pos:R:3:forces:R:3:lowdin_charge:R:1
C 1.31300 -1.45716 -0.14273 0.199 0.015 0.119 -0.041
C 0.20913 -0.45249 -0.22106 0.666 0.723 -1.656 -0.269
C -0.03519 0.56276 0.76000 -0.816 0.868 0.662 -0.392
O -0.08075 0.24467 2.08210 -0.076 0.190 0.129 0.095
N -0.29769 1.75451 0.31263 -0.671 -0.801 0.625 0.058
O -1.05772 2.51973 1.23728 0.835 -0.150 -0.039 -0.043
N -0.89284 -0.73341 -1.11543 -0.601 0.440 -1.215 0.126
C -0.59341 0.37376 -1.71601 0.243 -1.162 1.193 -0.304
O -0.75058 1.17525 -2.55975 0.395 -0.234 -0.161 0.157
H 0.96710 -2.42607 0.24368 -0.030 0.017 -0.068 0.079
H 2.09818 -1.10517 0.52999 -0.035 -0.003 -0.079 0.086
H 1.76731 -1.63588 -1.12176 -0.080 -0.003 0.091 0.083
H -0.18408 -0.71048 2.17882 0.077 0.163 -0.063 0.114
H -0.96756 3.41245 0.87995 -0.047 -0.172 0.010 0.090
H -1.49491 -1.52247 -1.34772 -0.060 0.109 0.451 0.161
```
Positions in Å, forces in eV/Å.

Computed properties:
HOMO-LUMO gap (hartree): 0.3139
Spin multiplicity: 1
Energy above the lowest of the compared OMol25 structures with the same formula, charge and spin (kJ/mol): 536.7
Electronic energy (hartree): -491.09650
HOMO (eV): -8.2008
LUMO (eV): 0.34

=====

C15H26BrClF4LiMg2NNaO13S5 | ωB97M-V with the def2-TZVPD basis set

Structure (XYZ):
```
70
Properties=species:S:1:pos:R:3:forces:R:3:lowdin_charge:R:1
C -4.25493 1.24948 1.07177 -0.406 0.028 0.429 -0.002
C -3.59257 0.02876 1.65435 0.249 0.703 -0.352 -0.295
C -2.21064 0.30075 2.29365 -0.449 -0.560 -0.431 -0.181
O -1.75576 1.61858 2.01581 0.312 -0.273 0.164 -0.014
C -0.92188 2.02096 3.03481 0.312 0.663 0.529 -0.528
O -1.36671 2.32085 4.10897 -0.226 -0.073 -0.339 0.030
C 0.56346 2.00277 2.74512 -0.332 -0.372 0.084 -0.379
S 1.34204 1.06362 4.10860 0.318 -0.032 -0.022 0.833
S 1.61221 -0.75909 3.07981 -0.985 -1.611 -1.074 0.310
O 0.51780 -0.76638 2.11552 0.195 0.449 -0.266 -0.411
O 1.49047 -1.81974 4.03286 0.488 0.488 0.626 -0.327
N 2.95203 -0.79114 2.21275 0.322 1.226 0.125 -0.333
S 4.28543 -0.23639 2.90792 0.908 -1.458 2.156 0.470
O 5.47717 -0.74114 2.27442 -0.446 0.234 -1.266 -0.310
O 4.26030 -0.47677 4.32958 -0.393 0.591 0.070 -0.325
C 4.39319 1.54114 2.73141 -0.333 1.018 -0.825 -0.243
C 3.90904 2.10183 1.37048 0.839 -0.589 0.392 -0.209
C 3.91880 1.10897 0.19990 -0.629 1.162 -0.249 -0.222
C 4.10805 1.81613 -1.14037 -0.718 -1.334 0.351 -0.293
S 2.85564 3.04215 -1.47370 -0.013 0.807 0.015 0.331
O 3.53780 4.30956 -1.47694 0.446 0.025 0.048 -0.374
O 1.71839 2.87792 -0.63632 -0.103 -0.338 -0.175 -0.298
Cl 2.30267 2.66221 -3.39364 0.094 -0.008 0.313 0.442
O -4.47834 -0.54879 2.68451 0.980 -1.028 -0.071 -0.139
C -4.30992 -1.89903 2.80960 -0.463 -0.274 -0.233 -0.515
O -4.61638 -2.63778 1.89285 0.514 0.106 -0.912 -0.009
C -3.76300 -2.44936 4.10786 -0.660 -0.395 -0.690 -0.482
S -4.35981 -4.13100 4.43657 -0.184 -0.092 0.480 0.782
H -3.68196 1.65006 0.24166 0.159 0.022 0.030 0.103
H -5.25680 1.00884 0.72301 -0.019 -0.117 -0.059 0.099
H -4.34823 2.00778 1.84859 0.033 0.175 -0.097 0.091
H -3.43708 -0.70276 0.86371 -0.278 -0.240 0.078 0.131
H -2.24299 0.14512 3.40060 0.390 -0.155 -0.958 0.009
H -1.50963 -0.42798 1.89695 0.297 0.080 0.153 0.112
H 0.72463 1.50342 1.79571 0.225 0.073 -0.056 0.069
H 0.99343 3.00083 2.75279 -0.192 0.163 -0.010 0.092
H 3.84113 2.04506 3.51588 -0.158 -0.316 0.210 0.063
H 5.43232 1.82417 2.88005 0.200 -0.532 0.113 0.100
H 2.94569 2.57832 1.51088 -0.096 0.034 -0.320 0.087
H 4.61474 2.93036 1.10977 0.001 0.248 0.040 0.044
H 2.93629 0.64684 0.14892 0.148 -0.488 0.140 0.114
H 4.70283 0.35858 0.27925 -0.076 -0.159 0.152 0.118
H 5.06851 2.33572 -1.18626 0.009 -0.216 -0.672 -0.013
H 4.02061 1.04728 -1.90393 0.455 0.217 -0.350 0.109
H -4.11514 -1.82497 4.93010 0.191 -0.023 0.187 -0.001
H -2.67282 -2.43996 4.05919 0.066 0.268 0.084 0.105
H -3.98379 -4.75141 3.31282 0.187 0.224 -0.071 -0.138
Li -4.24274 -3.24676 -0.07371 -0.083 0.314 0.215 0.837
Mg -3.63754 0.64346 4.68492 -0.670 1.033 1.477 0.798
C -1.34897 0.02805 -5.29802 -0.235 0.118 0.098 -0.049
C -1.02288 -1.39394 -5.69509 0.701 0.322 -0.880 -0.313
O -0.81130 -2.28918 -4.61999 -0.287 0.075 0.113 -0.050
C -1.90950 -2.92661 -4.02476 0.530 0.256 0.247 -0.428
O -2.64796 -3.62660 -4.97644 -0.706 -2.059 1.302 -0.473
C -2.74982 -1.99111 -3.08891 -0.006 0.796 -1.026 -0.538
F -1.92028 -1.19916 -2.38120 0.081 -0.386 0.238 0.143
F -3.40532 -2.79097 -2.15696 -0.120 -0.346 0.637 0.013
F -3.66175 -1.22146 -3.60923 -0.221 0.092 1.173 0.160
H -0.75431 0.33257 -4.43593 0.144 -0.003 -0.075 0.081
H -1.14850 0.70908 -6.12775 0.051 -0.027 0.005 0.085
H -2.40223 0.11823 -5.05174 -0.048 -0.107 -0.070 0.070
H -0.04436 -1.36223 -6.21645 0.398 0.041 0.454 0.095
H -1.76493 -1.77916 -6.40398 -0.628 0.109 0.439 0.070
H -1.40722 -3.56876 -3.29581 -0.176 -0.284 -0.131 0.135
Br -3.19985 -5.38511 -4.20833 0.625 0.976 -0.538 0.658
Na -0.40832 -2.59400 -8.01580 -0.338 -0.103 0.193 0.866
F -3.52588 -1.85164 -5.71254 0.060 0.410 -1.572 -0.464
Mg 6.36414 3.62966 -0.38591 1.410 0.207 -1.130 1.190
O 8.67044 2.88280 -2.26450 -1.372 -0.554 1.239 -0.408
H 9.33278 3.13846 -2.91973 -0.291 0.797 0.122 -0.081
```
Positions in Å, forces in eV/Å.

Computed properties:
HOMO-LUMO gap (hartree): 0.0445
Spin multiplicity: 1
Net charge: +1
Electronic energy (hartree): -7613.99623
HOMO (eV): -7.7448
LUMO (eV): -6.53

=====

> HOMO of number 1 (C17H23MgNO6)?

-14.5077 eV